(1)
Computed, not measured: 2 unconnected molecules or ions with the total composition C9H14, with ωB97M-V/def2-TZVPD.

- Structure (SMILES): Cc1ccccc1.CC
- Total charge: 0
- ΔE to the lowest compared entry with this formula, charge and spin: 0.109 eV

Geometry as XYZ:
```
23
C9H14, DFT ωB97M-V/def2-TZVPD
C -0.789 0.486 -2.936
C -0.869 -1.306 -1.174
C -0.147 -0.344 -1.863
C -0.298 -2.076 -0.174
C 1.038 -1.886 0.166
C 1.199 -0.169 -1.514
C 1.785 -0.956 -0.537
H -1.910 -1.458 -1.434
H -0.901 -2.801 0.352
H -1.186 -0.144 -3.731
H -0.096 1.200 -3.395
H 1.474 -2.395 1.018
H 1.749 0.604 -2.039
H 2.820 -0.750 -0.288
H -1.627 1.052 -2.538
C 0.073 1.305 1.844
C -0.638 1.459 3.163
H 0.272 2.290 1.424
H 1.031 0.769 1.912
H -0.469 0.671 1.135
H -0.937 0.496 3.607
H -1.568 2.013 3.081
H -0.008 1.939 3.920
```


(2)
Computed, not measured: 2 unconnected molecules or ions with the total composition C9H14, with ωB97M-V/def2-TZVPD.

- Structure (SMILES): Cc1ccccc1.CC
- Total charge: 0
- ΔE to the lowest compared entry with this formula, charge and spin: 1.826 eV

Geometry as XYZ:
```
23
C9H14, DFT ωB97M-V/def2-TZVPD
C -0.707 -1.678 1.943
C -0.038 0.082 0.213
C -0.938 -0.364 1.227
C -0.464 1.110 -0.659
C -2.219 0.267 1.439
C -1.611 1.737 -0.473
C -2.452 1.267 0.561
H 0.909 -0.488 0.194
H 0.235 1.532 -1.506
H 0.173 -1.928 2.631
H -0.911 -2.524 1.220
H -2.791 -0.249 2.217
H -2.018 2.441 -1.269
H -3.454 1.869 0.659
H -1.598 -1.884 2.623
C 2.729 -0.337 -1.972
C 3.961 -1.118 -1.591
H 2.263 -0.066 -1.046
H 2.859 0.441 -2.633
H 2.010 -0.962 -2.512
H 3.780 -1.663 -0.689
H 4.773 -0.428 -1.611
H 4.209 -1.890 -2.405
```


(3)
Computed, not measured: 2 unconnected molecules or ions with the total composition C9H14, with ωB97M-V/def2-TZVPD.

- Structure (SMILES): Cc1ccccc1.CC
- Total charge: 0
- ΔE to the lowest compared entry with this formula, charge and spin: 0.586 eV

Geometry as XYZ:
```
23
C9H14, DFT ωB97M-V/def2-TZVPD
C 2.420 -0.801 -1.129
C -0.945 -1.235 1.523
C 0.289 -0.887 2.045
C -1.111 -1.489 0.168
C 1.358 -0.875 1.143
C -0.035 -1.413 -0.703
C 1.204 -1.021 -0.248
H -1.793 -1.249 2.200
H 0.433 -0.590 3.065
H -2.113 -1.724 -0.158
H 2.352 -0.765 1.568
H -0.153 -1.670 -1.752
H 2.027 -0.265 -1.994
H 2.837 -1.753 -1.457
H 3.174 -0.209 -0.625
C -1.978 2.850 -1.528
C -0.936 3.209 -0.400
H -2.489 3.792 -1.693
H -1.336 2.602 -2.375
H -2.593 1.993 -1.282
H -1.395 4.030 0.155
H -0.784 2.344 0.237
H -0.047 3.646 -0.847
```


(4)
Computed, not measured: 2 unconnected molecules or ions with the total composition C9H14, with ωB97M-V/def2-TZVPD.

- Structure (SMILES): Cc1ccccc1.CC
- Total charge: 0
- ΔE to the lowest compared entry with this formula, charge and spin: 1.766 eV

Geometry as XYZ:
```
23
C9H14, DFT ωB97M-V/def2-TZVPD
C -0.615 2.288 -1.356
C -0.365 3.157 -0.156
H -1.427 1.551 -1.217
H -0.900 2.916 -2.191
H 0.364 1.826 -1.617
H -1.256 3.520 0.234
H 0.183 4.022 -0.403
H 0.295 2.757 0.608
C 0.490 -0.548 2.410
C 0.028 -2.457 -1.476
C 1.274 -2.077 -1.046
C -0.988 -2.099 -0.638
C 1.433 -1.508 0.241
C -0.954 -1.388 0.535
C 0.375 -1.085 1.039
H -0.156 -3.013 -2.430
H 2.259 -2.417 -1.648
H -2.029 -2.273 -0.970
H 2.294 -1.091 0.467
H -1.795 -0.840 1.051
H -0.196 -1.111 3.072
H 0.355 0.585 2.445
H 1.328 -0.716 3.045
```


(5)
Computed, not measured: 2 unconnected molecules or ions with the total composition C9H14, with ωB97M-V/def2-TZVPD.

- Structure (SMILES): Cc1ccccc1.CC
- Total charge: 0
- ΔE to the lowest compared entry with this formula, charge and spin: 0.113 eV

Geometry as XYZ:
```
23
C9H14, DFT ωB97M-V/def2-TZVPD
C 2.304 1.080 0.313
C 0.771 -0.630 -0.758
C 1.481 0.567 -0.852
C 0.011 -1.081 -1.821
C -0.074 -0.332 -2.994
C 1.399 1.306 -2.022
C 0.625 0.855 -3.097
H 0.832 -1.180 0.173
H -0.535 -2.013 -1.745
H 1.798 0.795 1.237
H 2.354 2.166 0.289
H -0.664 -0.661 -3.837
H 1.921 2.249 -2.121
H 0.584 1.458 -3.994
H 3.319 0.685 0.316
C -1.538 -0.199 2.246
C -2.496 -1.129 2.981
H -0.619 -0.707 1.961
H -2.004 0.246 1.367
H -1.241 0.623 2.905
H -3.324 -0.587 3.436
H -1.943 -1.684 3.737
H -2.961 -1.826 2.281
```


(6)
Computed, not measured: 2 unconnected molecules or ions with the total composition C9H14, with ωB97M-V/def2-TZVPD.

- Structure (SMILES): Cc1ccccc1.CC
- Total charge: 0
- ΔE to the lowest compared entry with this formula, charge and spin: 0.304 eV

Geometry as XYZ:
```
23
C9H14, DFT ωB97M-V/def2-TZVPD
C -3.288 -0.637 2.058
C -0.607 -0.524 -0.607
C -0.503 0.843 -0.836
C -1.618 -0.999 0.215
C -2.423 -0.117 0.931
C -1.384 1.720 -0.231
C -2.326 1.251 0.672
H 0.046 -1.197 -1.139
H 0.238 1.182 -1.552
H -1.723 -2.054 0.410
H -1.361 2.785 -0.410
H -3.069 -0.119 2.990
H -3.134 -1.707 2.177
H -2.984 1.897 1.236
H -4.349 -0.472 1.839
C 2.817 -0.108 -1.001
C 4.324 -0.309 -0.875
H 2.604 0.299 -1.989
H 2.242 -1.029 -0.955
H 2.397 0.538 -0.237
H 4.838 0.638 -0.926
H 4.701 -0.901 -1.720
H 4.562 -0.982 -0.049
```


(7)
Computed, not measured: 2 unconnected molecules or ions with the total composition C9H14, with ωB97M-V/def2-TZVPD.

- Structure (SMILES): Cc1ccccc1.CC
- Total charge: 0
- ΔE to the lowest compared entry with this formula, charge and spin: 0.392 eV

Geometry as XYZ:
```
23
C9H14, DFT ωB97M-V/def2-TZVPD
C 0.317 1.898 2.885
C 1.292 0.733 2.699
H -0.726 1.595 2.936
H 0.469 2.393 3.853
H 0.442 2.647 2.109
H 0.951 -0.205 3.129
H 2.206 0.897 3.270
H 1.543 0.649 1.648
C -0.057 1.889 -1.355
C 0.089 -1.840 -1.910
C 0.310 -0.487 -2.067
C -0.475 -2.320 -0.736
C -0.117 0.419 -1.095
C -0.997 -1.430 0.188
C -0.885 -0.069 -0.036
H 0.299 -2.557 -2.693
H 0.851 -0.117 -2.937
H -0.567 -3.377 -0.547
H -1.462 -1.835 1.080
H -0.215 2.538 -0.503
H -0.751 2.174 -2.150
H -1.220 0.717 0.636
H 0.899 2.161 -1.832
```


(8)
Computed, not measured: 2 unconnected molecules or ions with the total composition C9H14, with ωB97M-V/def2-TZVPD.

- Structure (SMILES): Cc1ccccc1.CC
- Total charge: 0
- ΔE to the lowest compared entry with this formula, charge and spin: 1.608 eV

Geometry as XYZ:
```
23
C9H14, DFT ωB97M-V/def2-TZVPD
C 0.736 -3.366 -0.033
C -1.725 0.118 -0.177
C -1.421 -0.626 -1.294
C -1.146 -0.206 1.077
C -0.599 -1.753 -1.322
C -0.444 -1.360 1.136
C -0.229 -2.151 -0.049
H -2.169 1.121 -0.316
H -1.891 -0.241 -2.140
H -1.355 0.401 1.883
H -0.416 -2.338 -2.239
H 0.126 -1.762 1.886
H -0.034 -4.176 -0.283
H 1.415 -3.512 0.919
H 1.439 -3.388 -0.830
C 1.078 2.747 0.960
C 0.820 3.090 -0.533
H 0.954 1.672 1.192
H 2.140 2.948 1.154
H 0.318 3.181 1.620
H 1.854 2.898 -1.021
H 0.539 4.197 -0.624
H 0.010 2.507 -0.966
```


(9)
Computed, not measured: 2 unconnected molecules or ions with the total composition C9H14, with ωB97M-V/def2-TZVPD.

- Structure (SMILES): Cc1ccccc1.CC
- Total charge: 0
- ΔE to the lowest compared entry with this formula, charge and spin: 2.448 eV

Geometry as XYZ:
```
23
C9H14, DFT ωB97M-V/def2-TZVPD
C 1.669 3.575 -1.128
C 1.035 -0.657 -0.532
C 2.093 -0.028 0.087
C 0.225 0.025 -1.433
C 2.238 1.422 -0.198
C 0.317 1.397 -1.600
C 1.369 2.081 -1.002
H 1.076 -1.719 -0.604
H 2.744 -0.440 0.833
H -0.405 -0.372 -2.206
H 3.179 1.898 0.185
H -0.513 1.966 -2.000
H 2.500 3.963 -1.668
H 2.058 4.001 -0.170
H 0.608 4.194 -1.397
C -1.941 -3.055 1.900
C -3.207 -2.322 1.255
H -1.899 -3.381 2.936
H -1.752 -3.948 1.473
H -0.952 -2.467 1.779
H -4.103 -2.751 1.328
H -2.966 -2.054 0.276
H -3.374 -1.330 1.887
```


(10)
Computed, not measured: 2 unconnected molecules or ions with the total composition C9H14, with ωB97M-V/def2-TZVPD.

- Structure (SMILES): Cc1ccccc1.CC
- Total charge: 0
- ΔE to the lowest compared entry with this formula, charge and spin: 0.797 eV

Geometry as XYZ:
```
23
C9H14, DFT ωB97M-V/def2-TZVPD
C 1.608 -0.228 -2.005
C 1.503 0.300 0.445
C 0.993 0.543 -0.846
C 1.008 1.019 1.516
C -0.015 1.441 -1.132
C -0.085 1.882 1.283
C -0.506 2.115 0.005
H 2.268 -0.459 0.536
H 1.231 0.790 2.551
H 2.654 0.050 -2.151
H 1.034 0.006 -2.906
H -0.303 1.600 -2.156
H -0.472 2.596 2.001
H -1.347 2.794 -0.148
H 1.577 -1.312 -1.929
C -0.839 -2.102 0.941
C -1.970 -1.236 0.350
H -1.270 -3.101 0.869
H 0.081 -2.022 0.366
H -0.570 -1.848 1.965
H -1.589 -0.728 -0.550
H -2.139 -0.268 0.838
H -2.851 -1.833 0.158
```


(11)
Computed, not measured: 2 unconnected molecules or ions with the total composition C9H14, with ωB97M-V/def2-TZVPD.

- Structure (SMILES): Cc1ccccc1.CC
- Total charge: 0
- ΔE to the lowest compared entry with this formula, charge and spin: 1.348 eV

Geometry as XYZ:
```
23
C9H14, DFT ωB97M-V/def2-TZVPD
C 1.604 1.166 -1.329
C 0.880 0.092 2.634
C 0.428 1.306 2.179
C 1.466 -0.869 1.788
C 0.345 1.554 0.787
C 1.592 -0.542 0.458
C 1.068 0.660 -0.007
H 0.655 -0.316 3.627
H 0.064 2.099 2.801
H 1.824 -1.817 2.176
H -0.011 2.386 0.202
H 1.897 -1.350 -0.219
H 2.679 1.310 -1.211
H 1.193 2.115 -1.655
H 1.406 0.495 -2.191
C -2.816 -1.301 -1.032
C -1.458 -0.798 -1.531
H -2.965 -0.893 -0.011
H -3.660 -0.894 -1.568
H -2.874 -2.343 -0.702
H -0.605 -1.375 -1.175
H -1.257 -0.983 -2.593
H -1.457 0.299 -1.427
```


no.,E_HOMO (eV),DFT total energy (Eh)
1,-9.1,-351.32620
2,-9.0,-351.26310
3,-9.0,-351.30865
4,-9.1,-351.26529
5,-9.1,-351.32604
6,-9.0,-351.31904
7,-9.0,-351.31578
8,-8.9,-351.27108
9,-9.1,-351.24022
10,-9.1,-351.30089
11,-8.7,-351.28065